{"formula": "C3H7INP", "method": "ωB97M-V with the def2-TZVPD basis set", "spin_multiplicity": 1, "homo_ev": [-9.451, -7.924], "gap_ev": [8.7, 4.7], "total_energy_ev": -22099.9909, "molar_mass_g_mol": 214.97, "elements": ["C", "C", "C", "N", "P", "I", "H", "H", "H", "H", "H", "H", "H"], "xyz": [[0.185, -0.986, 1.357], [0.352, 0.939, -0.315], [0.915, -0.155, 0.578], [-1.011, -1.266, -1.870], [-0.475, 0.192, -1.880], [-0.752, 2.191, 2.750], [-0.857, -0.750, 1.637], [0.691, -1.758, 1.825], [-0.255, 1.738, 0.094], [1.322, 1.403, -0.917], [1.926, -0.336, 0.436], [-0.524, -2.177, -1.735], [-1.516, 0.965, -1.962]]}

***

{"formula": "C7H14As2F12MnO6", "method": "ωB97M-V with the def2-TZVPD basis set", "spin_multiplicity": 6, "charge": -2, "homo_ev": [-1.848, -2.772], "gap_ev": [6.8, 7.7], "total_energy_ev": -205388.5819, "molar_mass_g_mol": 626.94, "s_squared": 8.7551, "elements": ["Mn", "C", "O", "O", "O", "As", "F", "F", "F", "F", "F", "F", "As", "F", "F", "F", "F", "F", "F", "C", "O", "C", "C", "O", "C", "C", "O", "C", "H", "H", "H", "H", "H", "H", "H", "H", "H", "H", "H", "H", "H", "H"], "xyz": [[6.971, 9.120, 6.806], [8.237, 11.070, 6.195], [8.530, 10.549, 7.299], [8.661, 12.191, 5.825], [7.256, 10.454, 5.566], [9.551, 5.952, 12.445], [8.250, 6.499, 13.493], [8.305, 5.389, 11.376], [10.754, 5.458, 11.307], [10.723, 6.640, 13.532], [9.795, 4.462, 13.301], [9.498, 7.425, 11.603], [5.089, 5.874, 5.658], [6.151, 5.053, 6.836], [4.139, 4.545, 5.449], [3.976, 6.940, 4.716], [6.014, 7.546, 5.998], [6.027, 5.540, 4.294], [4.117, 6.329, 7.013], [5.846, 10.725, 9.447], [5.398, 9.577, 8.793], [5.610, 8.425, 9.686], [7.100, 8.175, 9.832], [7.675, 8.087, 8.542], [8.933, 7.438, 8.448], [9.138, 6.767, 7.017], [8.846, 7.613, 5.913], [9.917, 8.509, 5.537], [5.303, 10.854, 10.381], [5.539, 11.506, 8.706], [6.910, 10.822, 9.702], [5.107, 7.601, 9.108], [5.052, 8.644, 10.573], [7.370, 7.219, 10.348], [7.599, 8.886, 10.531], [8.843, 6.573, 9.174], [9.690, 8.204, 8.650], [8.451, 5.944, 6.961], [10.152, 6.313, 6.832], [9.401, 9.345, 5.001], [10.757, 8.040, 5.005], [10.255, 8.987, 6.506]]}

***

{"formula": "C6H12F9FeO11S2", "method": "ωB97M-V with the def2-TZVPD basis set", "spin_multiplicity": 6, "homo_ev": [-9.895, -9.661], "gap_ev": [8.3, 6.8], "total_energy_ev": -109451.6223, "molar_mass_g_mol": 551.11, "s_squared": 8.7612, "elements": ["Fe", "C", "F", "F", "F", "S", "O", "O", "O", "C", "F", "F", "F", "S", "O", "O", "O", "C", "O", "O", "C", "F", "F", "F", "C", "C", "H", "H", "H", "H", "H", "H", "O", "H", "H", "O", "H", "H", "O", "H", "H"], "xyz": [[1.177, -0.801, 0.321], [3.364, 2.748, -1.174], [2.349, 3.038, -1.958], [4.033, 1.770, -1.867], [4.220, 3.750, -0.975], [2.743, 2.209, 0.628], [3.906, 2.067, 1.534], [1.791, 3.210, 1.103], [2.144, 0.903, 0.451], [0.272, 1.348, 3.986], [-0.256, 2.509, 4.593], [1.587, 1.527, 3.681], [0.364, 0.390, 4.908], [-0.822, 0.786, 2.463], [-0.009, -0.201, 1.709], [-2.101, 0.244, 2.998], [-1.031, 1.973, 1.638], [-1.373, 0.253, -1.778], [-2.057, -0.954, -1.347], [-0.054, -0.036, -1.179], [-1.520, 0.527, -3.339], [-2.834, 0.645, -3.779], [-0.840, 1.535, -3.827], [-1.194, -0.474, -4.107], [-3.466, -0.802, -1.113], [-4.067, -2.198, -0.974], [-3.609, -2.595, -0.068], [-5.139, -2.117, -0.795], [-3.987, -2.980, -1.730], [-3.926, -0.183, -1.883], [-3.674, -0.237, -0.205], [-1.722, 1.191, -1.345], [0.166, -2.557, 0.492], [-0.658, -2.710, 0.955], [0.249, -3.303, -0.102], [2.347, -1.634, -1.001], [2.634, -1.222, -1.816], [2.712, -2.518, -1.037], [2.443, -1.551, 1.809], [2.498, -2.332, 2.360], [3.340, -1.220, 1.771]]}

***

{"formula": "C4H8N2O", "method": "ωB97M-V with the def2-TZVPD basis set", "spin_multiplicity": 1, "homo_ev": -7.397, "gap_ev": 8.3, "total_energy_ev": -9301.6423, "molar_mass_g_mol": 100.12, "elements": ["C", "C", "C", "C", "N", "N", "O", "H", "H", "H", "H", "H", "H", "H", "H"], "xyz": [[2.022, -0.640, -1.574], [0.041, -0.053, -1.177], [0.140, 0.139, 1.288], [-1.271, 0.412, 1.339], [1.935, -0.579, -0.186], [0.757, -0.157, 0.154], [0.986, 0.139, -2.110], [2.914, -0.325, -2.085], [1.765, -1.658, -1.953], [-0.328, -1.111, -1.447], [-0.739, 0.719, -1.278], [0.832, -0.121, 2.159], [-1.521, 1.388, 1.074], [-1.428, 0.216, 2.346], [-1.884, -0.137, 0.630]]}

***

{"formula": "C34H57N3O2SSiW", "method": "ωB97M-V with the def2-TZVPD basis set", "spin_multiplicity": 1, "charge": 4, "homo_ev": [-19.542, -19.542], "gap_ev": [4.9, 4.9], "total_energy_ev": -65241.0568, "molar_mass_g_mol": 783.84, "elements": ["O", "O", "C", "C", "H", "H", "H", "H", "H", "C", "C", "H", "H", "H", "H", "H", "C", "C", "C", "H", "H", "H", "H", "H", "C", "H", "H", "H", "H", "H", "H", "N", "C", "C", "C", "C", "H", "H", "H", "C", "H", "H", "H", "N", "C", "C", "C", "C", "H", "C", "H", "C", "H", "C", "C", "C", "C", "C", "C", "H", "C", "H", "C", "H", "C", "C", "W", "H", "H", "H", "H", "H", "H", "H", "H", "H", "H", "H", "H", "H", "C", "Si", "H", "H", "C", "C", "C", "H", "H", "H", "H", "H", "H", "H", "H", "H", "S", "C", "N"], "xyz": [[-2.036, -1.490, -3.313], [-0.358, -2.831, -3.715], [-3.540, -1.494, -3.246], [-4.076, -0.554, -2.179], [-3.975, -2.497, -3.075], [-3.978, -1.057, -4.172], [-3.661, -0.634, -1.167], [-5.158, -0.775, -2.019], [-4.068, 0.521, -2.406], [-1.529, -0.182, -3.735], [-1.636, 0.019, -5.213], [-0.533, -0.233, -3.328], [-2.160, 0.492, -3.143], [-0.939, -0.628, -5.763], [-1.350, 1.051, -5.394], [-2.656, -0.114, -5.573], [1.188, -2.957, -4.144], [-1.111, -3.828, -4.471], [1.591, -1.762, -4.966], [1.218, -3.898, -4.708], [1.792, -3.084, -3.236], [1.094, -1.802, -5.938], [2.672, -1.836, -5.174], [1.373, -0.802, -4.469], [-1.246, -3.455, -5.912], [-2.047, -3.817, -3.940], [-0.602, -4.785, -4.271], [-1.736, -2.474, -6.061], [-1.905, -4.235, -6.271], [-0.287, -3.509, -6.432], [-1.260, -2.152, -3.409], [0.087, 1.033, 0.471], [1.035, 1.680, 1.249], [1.971, 0.733, 1.820], [2.982, 0.064, 1.055], [0.810, 3.059, 1.696], [0.041, 3.125, 2.492], [0.555, 3.769, 0.892], [1.751, 3.420, 2.151], [4.410, 0.224, 1.164], [4.906, 0.428, 0.200], [4.884, -0.653, 1.629], [4.606, 1.073, 1.841], [2.492, -1.040, 0.352], [-0.874, 1.812, -0.259], [-2.207, 1.854, 0.181], [-2.671, 1.113, 1.394], [-3.088, 2.644, -0.550], [-4.138, 2.655, -0.252], [-2.660, 3.352, -1.660], [-3.371, 3.932, -2.243], [-1.327, 3.354, -2.032], [-0.982, 3.917, -2.901], [-0.398, 2.600, -1.328], [1.047, 2.607, -1.754], [3.348, -1.899, -0.414], [3.731, -3.142, 0.119], [3.393, -3.510, 1.530], [4.449, -4.017, -0.700], [4.736, -4.993, -0.295], [4.835, -3.626, -1.974], [5.360, -4.320, -2.614], [4.495, -2.375, -2.468], [4.814, -2.050, -3.470], [3.777, -1.476, -1.687], [3.402, -0.129, -2.231], [0.539, -0.876, 0.936], [-2.593, 0.027, 1.253], [-3.730, 1.347, 1.545], [-2.129, 1.382, 2.312], [1.291, 1.679, -2.289], [1.769, 2.754, -0.930], [1.198, 3.414, -2.485], [4.014, -4.361, 1.821], [2.348, -3.816, 1.679], [3.619, -2.686, 2.219], [3.505, 0.677, -1.493], [2.370, -0.125, -2.617], [4.065, 0.105, -3.073], [2.109, 0.798, 2.925], [-0.094, -1.904, -0.781], [-0.671, -3.800, -0.644], [0.485, -1.786, -1.675], [-0.915, -1.220, -1.008], [-2.398, -4.367, -1.144], [-0.631, -4.341, 1.175], [0.668, -4.907, -1.369], [0.812, -5.781, -0.721], [1.650, -4.427, -1.440], [0.439, -5.317, -2.352], [-3.052, -4.317, -0.264], [-2.369, -5.413, -1.481], [-2.825, -3.733, -1.927], [-1.333, -3.746, 1.789], [0.394, -4.290, 1.589], [-0.957, -5.405, 1.220], [0.037, -1.540, 3.033], [-0.337, 0.023, 3.682], [-0.593, 1.047, 4.132]]}

***

{"formula": "C18H24N2O2S", "method": "ωB97M-V with the def2-TZVPD basis set", "spin_multiplicity": 1, "homo_ev": -8.797, "gap_ev": 9.3, "total_energy_ev": -36967.3552, "molar_mass_g_mol": 332.47, "smiles": "O=C1CC[C@@H](C(=O)N2CCSCC2)CN1CCc1ccccc1", "elements": ["O", "C", "N", "C", "C", "C", "O", "N", "C", "C", "H", "H", "S", "C", "C", "H", "H", "H", "H", "H", "H", "C", "C", "H", "H", "H", "H", "H", "H", "H", "C", "H", "H", "C", "C", "C", "C", "C", "C", "C", "H", "H", "H", "H", "H", "H", "H"], "xyz": [[1.816, 0.704, -2.069], [1.132, 0.860, -1.075], [0.528, -0.192, -0.459], [-0.188, -0.109, 0.791], [-0.881, 1.242, 0.988], [-2.047, 1.466, 0.024], [-1.987, 2.262, -0.891], [-3.192, 0.767, 0.252], [-3.470, -0.194, 1.294], [-3.671, -1.595, 0.719], [-3.846, -2.318, 1.514], [-2.813, -1.908, 0.122], [-5.140, -1.641, -0.355], [-4.603, -0.295, -1.457], [-4.308, 0.964, -0.657], [-4.035, 1.778, -1.334], [-5.194, 1.252, -0.081], [-5.420, -0.127, -2.155], [-3.719, -0.629, -2.002], [-2.670, -0.212, 2.032], [-4.396, 0.107, 1.802], [0.193, 2.321, 0.829], [0.857, 2.245, -0.539], [0.211, 2.720, -1.282], [1.804, 2.786, -0.540], [-0.251, 3.309, 0.959], [0.939, 2.176, 1.615], [-1.272, 1.289, 2.011], [0.503, -0.256, 1.634], [-0.908, -0.932, 0.807], [0.825, -1.527, -0.937], [-0.101, -2.112, -0.965], [1.208, -1.409, -1.953], [1.876, -2.247, -0.075], [3.121, -1.409, 0.026], [3.980, -1.302, -1.060], [5.087, -0.477, -1.002], [5.353, 0.252, 0.144], [4.511, 0.143, 1.236], [3.402, -0.684, 1.175], [2.755, -0.769, 2.038], [4.713, 0.705, 2.137], [6.214, 0.903, 0.187], [5.741, -0.397, -1.858], [3.772, -1.860, -1.961], [2.102, -3.205, -0.549], [1.471, -2.446, 0.920]]}

***

{"formula": "C2HClF3O3S2", "method": "ωB97M-V with the def2-TZVPD basis set", "spin_multiplicity": 1, "charge": -1, "homo_ev": -4.076, "gap_ev": 7.4, "total_energy_ev": -50577.6700, "molar_mass_g_mol": 229.61, "elements": ["C", "C", "O", "O", "O", "F", "F", "F", "S", "S", "Cl", "H"], "xyz": [[1.105, -1.721, -0.281], [0.180, 0.889, -1.077], [-1.412, -0.699, 2.178], [-2.163, 0.301, 0.099], [-1.034, 1.672, 1.816], [-0.467, 1.979, -0.675], [1.220, 1.354, -1.795], [-0.582, 0.215, -1.924], [0.779, -0.092, 0.408], [-1.303, 0.388, 1.241], [2.872, -1.854, -0.471], [0.807, -2.431, 0.482]]}

***

{"formula": "C13H20AlOP2S", "method": "ωB97M-V with the def2-TZVPD basis set", "spin_multiplicity": 1, "charge": -1, "homo_ev": -4.835, "gap_ev": 7.6, "total_energy_ev": -51864.4160, "molar_mass_g_mol": 313.30, "elements": ["C", "Al", "P", "O", "P", "S", "H", "H", "H", "H", "H", "H", "H", "H", "C", "C", "C", "C", "C", "C", "H", "H", "H", "H", "H", "H", "C", "C", "C", "C", "C", "C", "H", "H", "H", "H", "H", "H"], "xyz": [[2.982, -1.104, 1.325], [1.241, -0.496, 0.425], [0.911, 1.743, 0.960], [2.330, 2.470, 0.723], [-0.660, -1.666, 1.066], [-1.116, -1.046, 2.876], [2.939, -1.065, 2.508], [3.840, -0.360, 0.982], [3.345, -2.187, 0.990], [1.409, -0.628, -1.143], [0.408, 1.953, 2.319], [-0.125, 2.252, 0.062], [-0.448, -3.087, 1.166], [-1.786, -1.303, 0.196], [3.003, 5.740, -1.046], [3.049, 6.819, -1.929], [2.565, 6.678, -3.229], [2.024, 5.460, -3.643], [1.975, 4.383, -2.759], [2.468, 4.521, -1.462], [3.383, 5.850, -0.034], [3.464, 7.770, -1.604], [2.607, 7.516, -3.919], [1.643, 5.351, -4.655], [1.552, 3.434, -3.081], [2.434, 3.680, -0.775], [-3.297, -5.083, 2.439], [-3.251, -4.004, 1.556], [-3.735, -4.145, 0.256], [-4.276, -5.363, -0.159], [-4.325, -6.440, 0.726], [-3.832, -6.302, 2.023], [-2.917, -4.973, 3.451], [-2.836, -3.053, 1.881], [-3.693, -3.307, -0.434], [-4.657, -5.472, -1.170], [-4.748, -7.389, 0.403], [-3.866, -7.143, 2.710]]}

***

{"formula": "C3H10N2S", "method": "ωB97M-V with the def2-TZVPD basis set", "spin_multiplicity": 1, "homo_ev": -8.709, "gap_ev": 9.6, "total_energy_ev": -17088.0139, "molar_mass_g_mol": 106.19, "smiles": "NC[C@@H](N)CS", "elements": ["N", "C", "C", "S", "C", "N", "H", "H", "H", "H", "H", "H", "H", "H", "H", "H"], "xyz": [[-1.259, -0.924, -0.470], [-0.095, -0.062, -0.441], [0.528, 0.345, 0.893], [-0.465, 1.453, 1.923], [1.012, -0.708, -1.350], [0.496, -1.499, -2.448], [-1.804, -0.865, 0.392], [-1.070, -1.878, -0.759], [-0.506, 0.854, -0.895], [0.849, -0.539, 1.446], [1.484, 0.831, 0.681], [0.384, 2.506, 1.948], [1.643, -1.344, -0.677], [1.775, 0.092, -1.636], [0.595, -0.966, -3.305], [0.916, -2.411, -2.477]]}

***

{"formula": "C6H12OS", "method": "ωB97M-V with the def2-TZVPD basis set", "spin_multiplicity": 1, "homo_ev": [-7.486, -7.487], "gap_ev": [7.3, 7.3], "total_energy_ev": -19296.6708, "molar_mass_g_mol": 132.23, "elements": ["C", "C", "C", "C", "C", "C", "O", "S", "H", "H", "H", "H", "H", "H", "H", "H", "H", "H", "H", "H"], "xyz": [[-0.602, -0.324, -1.310], [0.489, -0.822, -0.305], [-1.531, 0.542, -0.475], [1.530, 0.207, 0.044], [-2.296, -0.332, 0.582], [2.110, 0.237, 1.408], [2.186, 0.848, -0.955], [-0.570, 1.980, 0.141], [-0.168, 0.379, -2.093], [-1.030, -1.263, -1.716], [0.182, -1.242, 0.575], [0.988, -1.470, -0.869], [-2.298, 1.003, -1.157], [-2.999, -0.868, 0.017], [-2.768, 0.405, 1.208], [-1.491, -0.863, 1.187], [3.030, 0.777, 1.404], [2.231, -0.811, 1.801], [1.424, 0.834, 2.210], [1.583, 0.784, -1.697]]}